[1]
Molecular formula: C15H38BFNO10P2
Method: DFT, wB97M-V/def2-TZVPD

Last column: Mulliken charge in e.
Positions of all 68 atoms, in Å:
C: 6.0056 1.7776 0.3188  -0.785
B: 4.3743 1.5908 0.4103  0.857
F: 4.0732 2.0459 1.7937  -0.425
O: 3.7555 0.2849 0.1074  -0.638
C: 2.3016 0.6375 0.0009  0.236
C: 2.4359 2.0978 -0.7667  -0.026
N: 1.7113 3.2980 -0.1263  -0.612
O: 3.8935 2.4348 -0.7111  -0.619
H: 6.5417 1.1670 1.1861  0.138
H: 6.4370 1.5217 -0.7539  0.169
H: 6.2690 2.9194 0.5465  0.103
H: 1.7566 0.7278 1.0549  -0.013
H: 1.6225 -0.0872 -0.6609  0.003
H: 1.9895 2.0316 -1.8719  0.145
H: 1.9720 3.3471 0.8834  0.263
H: 2.1642 4.1540 -0.5650  0.232
O: 0.1273 -4.9746 -3.1756  -0.692
P: 0.2354 -3.7253 -4.0837  1.017
O: 0.8917 -2.7591 -2.9094  -0.335
C: 2.2687 -2.9113 -2.6210  -0.297
C: 3.1204 -2.2402 -3.6806  -1.005
O: -1.3454 -3.2470 -3.8626  -0.326
C: -2.3645 -4.2183 -3.6825  -0.360
C: -2.6963 -4.3654 -2.2075  -1.218
O: 0.3562 -2.3293 -5.0984  -0.204
C: 0.2584 -2.5930 -6.4903  -0.370
C: -1.1516 -2.9743 -6.8978  -0.952
H: 2.5231 -3.9718 -2.5273  0.260
H: 2.4522 -2.4385 -1.6517  0.296
H: 3.0267 -2.7563 -4.6408  0.320
H: 4.1761 -2.2462 -3.3906  0.415
H: 2.8009 -1.2052 -3.8380  0.202
H: -2.0794 -5.1773 -4.1286  0.384
H: -3.2528 -3.8707 -4.2199  0.373
H: -1.8069 -4.5821 -1.6096  0.299
H: -3.4264 -5.1633 -2.0515  0.368
H: -3.1111 -3.4284 -1.8210  0.289
H: 0.9703 -3.3781 -6.7623  0.303
H: 0.5532 -1.6782 -7.0138  0.353
H: -1.4182 -3.9593 -6.5013  0.228
H: -1.2425 -3.0159 -7.9866  0.421
H: -1.8812 -2.2581 -6.5064  0.232
O: -0.7353 1.3249 3.0077  -0.616
P: -1.6772 1.8169 4.1338  1.032
O: -2.7459 0.5615 3.9764  -0.362
C: -2.3919 -0.6840 4.5474  -0.326
C: -2.5973 -0.6680 6.0494  -0.946
O: -2.5058 2.8947 3.1703  -0.362
C: -1.8356 3.5681 2.1159  -0.301
C: -2.1225 2.8857 0.7895  -1.250
O: -2.7296 2.3667 5.3919  -0.265
C: -2.1607 3.3284 6.2682  -0.342
C: -1.9864 4.6761 5.5953  -0.966
H: -1.3572 -0.9377 4.2960  0.267
H: -3.0389 -1.4433 4.0985  0.333
H: -1.8933 0.0164 6.5321  0.217
H: -2.4477 -1.6669 6.4719  0.406
H: -3.6055 -0.3234 6.3002  0.226
H: -0.7596 3.6339 2.3103  0.357
H: -2.2150 4.5946 2.0837  0.357
H: -1.8818 1.8195 0.8195  0.268
H: -1.5522 3.3512 -0.0180  0.377
H: -3.1895 2.9577 0.5535  0.328
H: -1.2052 2.9540 6.6477  0.312
H: -2.8409 3.4324 7.1192  0.342
H: -1.2029 4.6315 4.8320  0.234
H: -1.7004 5.4393 6.3243  0.419
H: -2.9091 4.9884 5.0959  0.231

Forces on atoms 1 to 3 (eV/Å):
1.8 0.0 0.4
1.9 0.5 -0.5
-0.7 -0.1 -0.9

Output
* LUMO: -0.2 eV
* highest occupied orbital energy: -4.7 eV
* charge: -1
* gap between HOMO and LUMO: 4.56 eV
* spin multiplicity: 1


[2]
Molecular formula: C15H38BN2O2
Method: DFT, wB97M-V/def2-TZVPD

Last column: Mulliken charge in e.
Positions of all 58 atoms, in Å:
C: 0.2030 -4.8552 -1.0332  -0.955
C: -0.3192 -4.2421 -2.3390  -0.560
N: -0.9148 -2.9243 -2.2400  -0.324
B: -2.0530 -2.7482 -1.2036  0.481
C: -3.4121 -3.5448 -1.6457  -0.689
O: -3.3879 -4.9996 -1.3223  -0.082
N: -3.8080 -5.7990 -2.3624  0.189
O: -4.9454 -5.6532 -2.6537  -0.356
H: 0.9098 -5.6617 -1.2582  0.419
H: -0.6033 -5.2959 -0.4523  0.233
H: 0.7387 -4.1201 -0.4357  0.141
H: -0.9924 -4.9448 -2.8331  0.243
H: 0.5508 -4.1646 -3.0066  0.390
H: -0.1951 -2.2197 -2.1512  -0.029
H: -1.7413 -2.9953 -0.0384  -0.279
H: -2.3809 -1.5550 -1.2257  -0.274
H: -4.2587 -3.1126 -1.1148  0.177
H: -3.5440 -3.4041 -2.7181  0.302
C: 0.3459 4.0733 -0.5717  -0.920
C: 0.0802 3.8518 -2.0576  -0.455
C: -0.9094 2.7209 -2.3362  -0.946
C: -0.4701 1.3341 -1.8634  -0.061
C: 0.8563 0.8410 -2.4367  -0.428
C: 0.8410 0.6864 -3.9542  -1.495
H: 0.8088 3.1985 -0.1119  0.043
H: 1.0239 4.9173 -0.4269  0.429
H: -0.5813 4.2909 -0.0371  0.304
H: 1.0254 3.6632 -2.5747  0.244
H: -0.3222 4.7760 -2.4837  0.346
H: -1.1164 2.6912 -3.4100  0.374
H: -1.8630 2.9613 -1.8549  0.398
H: -1.2527 0.6154 -2.1207  0.223
H: -0.4072 1.3204 -0.7715  0.075
H: 1.0817 -0.1296 -1.9879  0.398
H: 1.6718 1.5116 -2.1430  0.419
H: 0.0519 -0.0019 -4.2622  0.324
H: 1.7918 0.2844 -4.3098  0.398
H: 0.6809 1.6428 -4.4573  0.344
C: 1.9043 -0.6751 2.4640  -1.398
C: 1.1901 0.6605 2.2855  0.464
C: 1.9676 1.8483 2.8499  -0.644
C: 2.2221 1.8044 4.3569  -0.857
C: 0.9636 1.7052 5.2173  -0.354
C: 0.0257 2.8983 5.0607  -1.164
H: 2.0349 -0.9269 3.5185  0.339
H: 1.3292 -1.4790 2.0037  0.386
H: 2.8898 -0.6557 1.9927  0.295
H: 0.1958 0.6068 2.7362  0.292
H: 1.0317 0.8306 1.2174  -0.329
H: 1.4367 2.7709 2.5956  0.219
H: 2.9346 1.9105 2.3395  0.431
H: 2.7763 2.7052 4.6425  0.405
H: 2.8782 0.9617 4.5926  0.318
H: 1.2668 1.6295 6.2656  0.372
H: 0.4230 0.7832 4.9889  0.254
H: 0.5375 3.8314 5.3079  0.287
H: -0.8332 2.8024 5.7271  0.376
H: -0.3581 2.9788 4.0430  0.266

Forces on atoms 1 to 3 (eV/Å):
0.0 -0.5 -0.2
0.9 0.5 -0.1
-0.5 -0.3 -0.1

Output
* LUMO: 2.7 eV
* highest occupied orbital energy: -3.5 eV
* charge: -1
* gap between HOMO and LUMO: 6.20 eV
* energy relative to the best compared isomer or geometry (same formula, charge and spin): 8.04 kcal/mol
* spin multiplicity: 1


[3]
Molecular formula: C15H38IrN5O3PS2
Method: DFT, wB97M-V/def2-TZVPD

Last column: Mulliken charge in e.
Positions of all 65 atoms, in Å:
Ir: -1.2677 0.6902 -0.2768  2.929
N: -0.5659 2.6561 -0.5770  -0.791
C: -1.0220 3.4720 -1.7289  -0.757
C: -0.7788 2.6709 -2.9843  -0.988
N: -1.4864 1.3921 -2.8915  0.595
C: -2.9266 1.5286 -3.1442  -0.982
C: -3.7013 0.5596 -2.2821  -0.919
N: -3.3770 0.8186 -0.8560  -0.740
C: -0.8651 0.3413 -3.7139  -1.332
C: 0.1845 -0.3962 -2.9030  -0.618
N: -0.4749 -0.8834 -1.6874  -0.454
H: 0.4542 2.5922 -0.6089  0.383
H: -0.7424 3.1592 0.2912  0.243
H: -2.0783 3.7002 -1.5901  0.379
H: -0.4792 4.4170 -1.7496  0.514
H: -1.0857 3.2360 -3.8706  0.383
H: 0.2895 2.4672 -3.0858  0.504
H: -3.2392 2.5469 -2.9083  0.402
H: -3.1560 1.3700 -4.2021  0.432
H: -4.7734 0.6568 -2.4562  0.576
H: -3.4224 -0.4721 -2.4996  0.275
H: -3.8031 1.6963 -0.5649  0.329
H: -3.8292 0.0976 -0.2988  0.313
H: -1.6415 -0.3597 -4.0261  0.465
H: -0.4339 0.7616 -4.6270  0.397
H: 0.6196 -1.2101 -3.4856  0.634
H: 0.9979 0.2645 -2.5974  0.298
H: -1.1796 -1.5810 -1.9177  0.269
H: 0.1992 -1.3382 -1.0721  -0.113
N: -2.7281 -2.1399 2.2992  -0.253
C: -2.3890 -1.0338 1.6842  0.531
O: -1.8560 -1.1023 0.5250  -0.833
C: -2.7440 0.3175 2.2220  -1.380
C: -1.8532 1.3917 1.5749  -1.170
H: -2.4369 -3.0282 1.9179  0.259
H: -3.0515 -2.1163 3.2532  0.268
H: -2.6785 0.3321 3.3084  0.548
H: -3.8019 0.4705 1.9738  0.366
H: -0.9842 1.5863 2.2030  0.562
H: -2.4213 2.3197 1.4562  0.830
C: 4.5462 0.5944 1.5832  -1.208
C: 3.7337 0.0090 2.7143  0.457
C: 3.0768 1.0527 3.5861  -1.299
O: 2.7722 -0.9385 2.1058  -0.134
P: 1.2184 -0.9642 1.9461  0.599
S: 0.1178 -0.7261 3.5028  -0.386
S: 0.9684 0.5173 0.4584  -0.682
O: 0.9289 -2.3369 1.2239  -0.357
C: 1.8565 -3.3345 0.6529  0.448
C: 2.6294 -4.0236 1.7572  -1.401
C: 2.7355 -2.7503 -0.4325  -0.767
H: 5.3566 1.1952 1.9959  0.484
H: 3.9286 1.2387 0.9547  0.177
H: 4.9856 -0.1902 0.9683  0.316
H: 4.3546 -0.6460 3.3243  0.271
H: 2.3955 1.6818 3.0099  0.210
H: 3.8624 1.6914 3.9909  0.475
H: 2.5337 0.6096 4.4166  0.363
H: 1.1594 -4.0459 0.2097  0.397
H: 3.3811 -3.3657 2.1885  0.213
H: 3.1337 -4.8981 1.3452  0.497
H: 1.9557 -4.3596 2.5442  0.340
H: 3.4074 -1.9884 -0.0427  0.029
H: 2.1526 -2.3196 -1.2500  0.109
H: 3.3384 -3.5539 -0.8564  0.493

Forces on atoms 1 to 3 (eV/Å):
0.3 0.2 -0.1
0.0 0.1 0.0
0.0 0.0 0.1

Output
* LUMO (spin up / spin down): -5.5 / -7.9 eV
* highest occupied orbital energy (spin up / spin down): -13.7 / -13.7 eV
* charge: +2
* gap between HOMO and LUMO (spin up / spin down): 8.18 / 5.75 eV
* energy relative to the best compared isomer or geometry (same formula, charge and spin): 1.55 kcal/mol
* spin multiplicity: 2


E_tot: -2208.933195; -879.097787; -2335.538202 (a.u.)